# 1
Entry from the Open Molecules 2025 dataset: an isolated molecule of CH4N4O in a non-equilibrium geometry (ωB97M-V/def2-TZVPD).

```
! RIJCOSX wB97M-V def2-TZVPD def2/J DEFGRID3
* xyz 0 1
H -0.11387 2.02274 0.00939
N 0.75306 1.46015 -0.04005
C 0.51840 0.24010 -0.00693
N 1.52077 -0.68317 -0.14271
N -0.80358 -0.31069 -0.00986
N -1.84243 0.50251 -0.03461
O -2.91917 -0.10579 -0.06512
H 1.48598 -1.55345 0.36362
H 2.41706 -0.20543 -0.02209
H -1.01620 -1.36697 -0.05164
*
```

Lowest unoccupied orbital energy (hartree): 0.006
SMILES string: [H]/N=C(/N)NN=O
Frontier orbital gap (eV): 10.11
ΔE to the lowest compared entry with this formula, charge and spin (kcal per mole): 14.1
Highest occupied orbital energy (eV): -9.9400
Energy (eV): -9107.5799

Here are the Löwdin charges for atoms 1 to 5, given in e:
1 H 0.057
2 N 0.128
3 C -0.569
4 N 0.113
5 N 0.031

---

# 2
Entry from the Open Molecules 2025 dataset: a cluster of 3 separate species, C5H15N2 in total in a non-equilibrium geometry (ωB97M-V/def2-TZVPD).

```
! RIJCOSX wB97M-V def2-TZVPD def2/J DEFGRID3
* xyz 1 1
C 0.79424 1.99197 -4.13901
C -1.30613 1.78344 0.02124
C -0.49251 0.97511 0.62922
C -1.05125 -2.03870 1.56063
N -0.30133 -2.67010 2.61361
C 0.52532 -1.72712 3.34878
N 1.57954 1.16382 -3.22461
H 0.99396 3.06334 -4.04119
H -0.24275 1.71415 -3.94385
H -2.32707 1.41441 -0.16455
H -1.01339 2.71340 -0.48301
H -0.50849 -1.16323 1.13835
H -0.63815 0.82971 1.70831
H -2.00154 -1.67201 1.96899
H -1.30645 -2.70016 0.73602
H 0.26030 -3.43506 2.23795
H 1.22961 -1.17431 2.72179
H -0.12156 -1.01361 3.86873
H 1.13366 -2.26265 4.07530
H 2.57494 1.30791 -3.17985
H 1.01729 1.70096 -5.16289
H 1.20175 1.19876 -2.28997
*
```

Lowest unoccupied orbital energy (hartree): -0.299
Frontier orbital gap (eV): 3.75
ΔE to the lowest compared entry with this formula, charge and spin (kcal per mole): 177.1
Highest occupied orbital energy (eV): -11.8832
Energy (eV): -8394.9974

Here are the Löwdin charges for atoms 1 to 5, given in e:
1 C -0.190
2 C 0.152
3 C 0.295
4 C -0.153
5 N -0.145

---

# 3
Entry from the Open Molecules 2025 dataset: a structure of composition C5H10NO7Rb in a non-equilibrium geometry (ωB97M-V/def2-TZVPD).

```
! RIJCOSX wB97M-V def2-TZVPD def2/J DEFGRID3
* xyz 0 1
Rb -3.83776 0.87729 -4.27185
C 0.29083 0.23477 1.24984
C 0.86695 -1.10676 1.73796
O 0.48400 -1.83409 2.67287
N 1.95660 -1.62969 0.77200
H 1.53530 -2.21789 0.06727
H 2.17407 -0.79957 0.23937
C 3.19097 -2.32950 1.45904
H -0.42028 0.05688 0.44314
H 1.05268 0.95449 0.95040
H -0.30545 0.64332 2.06572
H 3.88854 -2.43563 0.62825
H 2.97226 -3.20528 2.07001
H 3.50222 -1.53115 2.13273
O 3.85706 2.96524 -4.76187
C 3.01000 2.47458 -3.85083
O 1.76096 2.50541 -3.95444
O 3.48000 2.01926 -2.82873
H 4.67302 2.68909 -4.33811
O -7.45015 0.99702 2.08768
C -6.54511 0.13468 1.56730
O -6.43786 0.01143 0.33336
O -5.93903 -0.66831 2.32820
H -7.75981 1.19439 1.20068
*
```

Lowest unoccupied orbital energy (hartree): -0.078
Frontier orbital gap (eV): 3.89
ΔE to the lowest compared entry with this formula, charge and spin (kcal per mole): 99.0
Highest occupied orbital energy (eV): -6.0115
Energy (eV): -21820.3190

Here are the Löwdin charges for atoms 1 to 5, given in e:
1 Rb 0.963
2 C 0.039
3 C -0.302
4 O 0.147
5 N 0.091

---

# 4
Entry from the Open Molecules 2025 dataset: a cluster of 2 separate species, C10H10N2O2 in total in a non-equilibrium geometry (ωB97M-V/def2-TZVPD).

```
! RIJCOSX wB97M-V def2-TZVPD def2/J DEFGRID3
* xyz 0 1
O 2.38857 -2.10078 1.49942
C 2.08064 -0.88765 1.27529
C 1.61800 0.05274 2.31383
C 1.62776 1.42689 2.15229
N 2.10782 1.88993 0.90876
C 2.03228 1.10632 -0.04883
O 2.06835 1.56585 -1.20530
N 2.26018 -0.32622 0.10723
H 1.17566 -0.33918 3.24363
H 0.95420 2.18789 2.82677
H 1.48599 2.79380 0.67297
H 2.08712 -0.82864 -0.82543
C -2.73111 0.42502 -0.18882
C -2.84600 -0.94475 0.09535
C -2.65535 -1.84932 -0.83465
C -2.69983 -1.43354 -2.14304
C -2.78709 -0.04924 -2.50374
C -2.80896 0.93549 -1.48341
H -2.89565 1.05902 0.61592
H -2.99479 -1.29411 1.13232
H -2.51760 -2.91320 -0.73320
H -2.50245 -2.20894 -2.90802
H -3.04269 0.25169 -3.56371
H -2.96319 1.93335 -1.73173
*
```

Lowest unoccupied orbital energy (hartree): 0.001
SMILES string: O=c1cc[nH]c(=O)[nH]1.c1ccccc1
Frontier orbital gap (eV): 9.32
ΔE to the lowest compared entry with this formula, charge and spin (kcal per mole): 79.2
Highest occupied orbital energy (eV): -9.3046
Energy (eV): -17605.1066

Here are the Löwdin charges for atoms 1 to 5, given in e:
1 O 0.019
2 C -0.488
3 C 0.009
4 C -0.056
5 N 0.088